Record 1
Entry from OMol25: a cluster of 12 separate species, C47H106N5O15 in total (ωB97M-V/def2-TZVPD).

Properties
Charge: +1
HOMO-LUMO gap: 8.9674 eV
Spin multiplicity: 1
HOMO energy: -10.95 eV
Lowest unoccupied orbital energy: -1.99 eV
F_max: 0.0496 Eh/bohr
Relative energy (zero: lowest compared OMol25 entry of this formula, charge and spin): 36.2 kJ/mol

Cartesian coordinates (Å):
C: 2.96889 2.47928 4.45058
C: 3.49851 1.75605 5.66091
O: 4.66336 1.46210 5.76958
N: 2.53340 1.43124 6.62316
C: 3.05161 0.71892 7.79575
C: 3.12325 -0.82299 7.64285
C: 2.47005 -1.40116 6.39398
C: 0.95710 -1.65509 6.57587
C: 0.09633 -0.67617 5.78989
C: 0.46822 -0.57133 4.31178
O: -0.60456 -0.14902 3.49530
C: -1.76568 -0.96947 3.49561
N: -1.93245 -1.80911 2.33503
C: -0.68767 -2.36883 1.77670
C: -2.64574 -1.06962 1.29619
C: -1.95878 0.06791 0.60116
O: -3.76744 -1.38782 1.01768
C: -1.94017 -1.78380 4.79852
C: -1.34332 -3.18276 4.74870
C: -1.67119 -4.09355 5.94394
C: -0.56345 -5.11605 6.21843
C: -0.01526 -5.72798 4.91876
N: 1.33347 -5.23240 4.55686
N: -3.35919 -1.91839 5.13454
C: -4.06932 -2.56290 4.37254
O: -4.74348 -3.14457 3.67890
N: -1.37193 -0.97442 5.94399
C: -2.19703 0.23478 6.24779
C: -3.06051 0.06684 7.46841
C: -4.28747 0.73384 7.49810
C: -5.09687 0.63221 8.62154
C: -4.72923 -0.14302 9.71699
C: -3.50750 -0.80872 9.69571
C: -2.68566 -0.68225 8.57781
H: 3.31352 3.50738 4.43422
H: 3.22878 1.95095 3.54271
H: 1.87940 2.51080 4.49196
H: 2.00610 2.25181 6.89498
H: 2.37482 0.95155 8.61427
H: 4.01632 1.10377 8.10312
H: 4.17082 -1.10491 7.66099
H: 2.69773 -1.25134 8.54399
H: 2.93698 -2.36605 6.22025
H: 2.68191 -0.79047 5.52714
H: 0.73112 -1.45116 7.62371
H: 0.66778 -2.68598 6.40790
H: 0.31886 0.28719 6.22876
H: 1.23519 0.18603 4.22196
H: 0.91361 -1.49260 3.93413
H: -2.60636 -0.27697 3.48597
H: -0.12831 -2.94904 2.49929
H: -0.01640 -1.61977 1.36536
H: -0.93744 -3.03821 0.96650
H: -2.64286 0.59541 -0.04664
H: -1.45101 0.72996 1.29424
H: -1.17931 -0.35151 -0.03380
H: -1.70358 -3.66167 3.84983
H: -0.26830 -3.12159 4.61101
H: -2.55491 -4.66920 5.68587
H: -1.92972 -3.55982 6.86124
H: 0.23740 -4.72094 6.83827
H: -1.02252 -5.91575 6.79430
H: -0.70627 -5.60465 4.09112
H: 0.07267 -6.79653 5.07397
H: 1.61277 -4.48253 5.17536
H: 2.01374 -5.96427 4.70393
H: -1.44382 -1.59817 6.75279
H: -1.55529 1.09607 6.39480
H: -2.83193 0.48908 5.41216
H: -4.59864 1.33021 6.65388
H: -6.03763 1.15972 8.65820
H: -5.37605 -0.20995 10.57384
H: -3.18261 -1.41689 10.52190
H: -1.72754 -1.19661 8.58992
C: -4.57810 -1.40754 -3.05953
C: -4.58722 0.10896 -3.00581
O: -3.26533 0.64516 -2.97128
H: -4.05011 -1.81261 -2.19519
H: -5.59293 -1.80677 -3.06767
H: -4.06196 -1.75969 -3.95649
H: -5.08683 0.45475 -2.10256
H: -5.12281 0.51885 -3.86985
H: -2.81121 0.36218 -3.77263
C: 2.46157 7.01343 3.91366
C: 2.34187 6.64467 5.37875
O: 1.20678 5.80686 5.62747
H: 1.56239 7.52573 3.57375
H: 3.31496 7.66330 3.73629
H: 2.57901 6.11697 3.29701
H: 2.20725 7.53385 5.99098
H: 3.24870 6.13084 5.71864
H: 1.31402 5.01186 5.09768
C: -0.13316 -8.40493 0.56423
C: 0.15289 -8.22220 2.04315
O: -1.04501 -8.02386 2.79286
H: -0.66620 -7.53821 0.17131
H: 0.79109 -8.53617 -0.00093
H: -0.76532 -9.27944 0.39814
H: 0.76968 -7.33793 2.20755
H: 0.68984 -9.09090 2.43807
H: -1.60228 -8.79939 2.67183
C: -2.94413 2.92366 -5.86618
C: -2.84080 2.01927 -7.07836
O: -2.64836 0.65241 -6.68929
H: -2.04101 2.85020 -5.25901
H: -3.08614 3.96370 -6.16157
H: -3.78556 2.62416 -5.23515
H: -1.99343 2.30141 -7.69203
H: -3.74288 2.08950 -7.69357
H: -3.41510 0.39536 -6.16834
C: 1.24928 -5.76331 -1.76955
C: 0.71158 -5.16416 -0.48491
O: 0.96150 -3.75809 -0.40847
H: 2.32154 -5.58525 -1.85086
H: 1.06811 -6.83807 -1.80617
H: 0.77325 -5.30440 -2.63901
H: 1.19982 -5.61018 0.38062
H: -0.36638 -5.34573 -0.39996
H: 0.53084 -3.34497 -1.16403
C: 5.57588 9.78035 0.49931
C: 5.00710 8.65329 1.34203
O: 3.59233 8.78837 1.50155
H: 5.35318 10.74679 0.95286
H: 6.65732 9.68413 0.39289
H: 5.12992 9.77702 -0.49818
H: 5.43996 8.67129 2.34247
H: 5.22574 7.68475 0.88754
H: 3.19733 8.76319 0.62529
C: 0.23444 2.24198 -11.14866
C: -0.58846 2.32908 -9.87770
O: -1.47014 3.45034 -9.90281
H: 0.81195 3.15538 -11.28457
H: 0.91972 1.39265 -11.11449
H: -0.40986 2.13496 -12.02248
H: 0.05748 2.45646 -9.00919
H: -1.17269 1.41266 -9.73659
H: -2.05079 3.34908 -10.66318
C: -5.98728 -5.99934 2.94923
C: -6.08613 -6.89390 1.72747
O: -5.92061 -8.27099 2.06104
H: -5.02255 -6.13753 3.44049
H: -6.09688 -4.95265 2.67616
H: -6.76423 -6.25165 3.67547
H: -5.29857 -6.65362 1.01500
H: -7.05053 -6.75543 1.22814
H: -6.61837 -8.51023 2.67821
C: 1.75977 4.57044 -15.29597
C: 1.21838 3.55170 -14.31282
O: -0.19852 3.66135 -14.18218
H: 1.51041 5.58314 -14.97605
H: 2.84502 4.48993 -15.38580
H: 1.31942 4.41710 -16.28203
H: 1.64092 3.71074 -13.32298
H: 1.47049 2.53579 -14.63499
H: -0.57846 3.50905 -15.05295
C: 6.48025 3.56683 -0.10429
C: 5.39484 4.35046 0.60969
O: 5.11410 5.58500 -0.04572
H: 7.39481 4.15639 -0.16543
H: 6.69901 2.63389 0.41710
H: 6.17535 3.32754 -1.12564
H: 5.70933 4.60295 1.62147
H: 4.47537 3.75689 0.67423
H: 4.82248 5.38383 -0.94032
C: 3.72624 3.08589 -18.71306
C: 3.14310 2.08152 -17.73678
O: 1.72498 2.20163 -17.63924
H: 3.47081 4.10176 -18.40976
H: 4.81219 2.99792 -18.76506
H: 3.31993 2.93080 -19.71517
H: 3.53621 2.25024 -16.73524
H: 3.40108 1.06068 -18.03649
H: 1.35426 2.04178 -18.51232

Record 2
Entry from OMol25: a cluster of 11 separate species, C47H111ClF2N3O12 in total (ωB97M-V/def2-TZVPD).

Properties
Charge: +1
HOMO-LUMO gap: 9.3538 eV
Spin multiplicity: 1
HOMO energy: -11.33 eV
Lowest unoccupied orbital energy: -1.98 eV
F_max: 0.0895 Eh/bohr
Relative energy (zero: lowest compared OMol25 entry of this formula, charge and spin): 0.0 kJ/mol

Cartesian coordinates (Å):
C: 7.56006 -1.02637 -2.59092
C: 7.71233 -1.42672 -1.11005
C: 6.84010 -0.62546 -0.11972
C: 5.52314 -1.30336 0.31404
C: 4.24752 -0.54155 -0.06381
C: 4.04739 -0.34409 -1.57642
C: 2.59709 -0.01189 -1.92455
C: 2.36646 0.49431 -3.35168
C: 0.87880 0.61254 -3.70857
C: 0.05616 1.60922 -2.87739
C: -0.43326 1.06821 -1.51971
C: -1.90344 1.34053 -1.18361
C: -2.20776 1.32723 0.31307
C: -1.72884 0.06531 1.07046
C: -0.47254 0.32411 1.92186
C: -0.26229 -0.63256 3.10610
C: -0.30820 -2.12209 2.76800
C: 1.01448 -2.63525 2.16499
C: 1.06722 -2.66254 0.64033
N: 0.13222 -3.58849 0.02519
C: -0.08995 -3.23108 -1.37960
C: -1.02917 -4.24020 -2.05660
C: -1.95557 -3.62222 -3.11363
C: -3.16331 -4.49922 -3.42992
Cl: -2.66931 -6.04851 -4.15589
C: 1.25413 -3.09885 -2.13136
N: 2.47713 -3.44558 -1.30597
C: 2.48413 -2.99597 0.15324
N: 3.22188 -3.95343 0.97534
C: 4.62057 -3.95628 0.66682
O: 5.08958 -4.43511 -0.28396
F: 5.30847 -3.28618 1.55929
C: 2.74464 -5.28010 1.18789
O: 2.96130 -5.90828 2.10410
F: 2.07686 -5.73932 0.12484
H: 6.86554 -1.69589 -3.11604
H: 8.51268 -1.09089 -3.12344
H: 7.16335 -0.01171 -2.69647
H: 7.46382 -2.49135 -1.00747
H: 8.76408 -1.33756 -0.81553
H: 6.60199 0.34553 -0.57620
H: 7.43766 -0.40574 0.77002
H: 5.46890 -2.30584 -0.13892
H: 5.52667 -1.46020 1.40100
H: 4.24766 0.43473 0.43860
H: 3.38221 -1.09427 0.34322
H: 4.69546 0.46585 -1.93139
H: 4.36799 -1.26628 -2.09048
H: 1.97045 -0.90501 -1.76037
H: 2.23838 0.74685 -1.21396
H: 2.84578 1.47165 -3.49900
H: 2.83984 -0.19389 -4.06945
H: 0.76536 0.83742 -4.77085
H: 0.43314 -0.38206 -3.54623
H: -0.80897 1.89349 -3.49254
H: 0.63287 2.52537 -2.70512
H: -0.27201 -0.02000 -1.47387
H: 0.19348 1.48673 -0.71702
H: -2.22260 2.29723 -1.61382
H: -2.50603 0.55583 -1.66844
H: -1.73091 2.20165 0.77228
H: -3.29276 1.43905 0.43274
H: -2.51991 -0.28879 1.74060
H: -1.54399 -0.73539 0.33453
H: -0.57579 1.33758 2.33322
H: 0.43376 0.36144 1.29505
H: 0.71047 -0.41931 3.57074
H: -1.02318 -0.42514 3.86834
H: -0.43975 -2.66215 3.71062
H: -1.18691 -2.36158 2.15761
H: 1.24714 -3.62571 2.57791
H: 1.82902 -1.97883 2.50483
H: 0.86842 -1.62885 0.28813
H: -0.76419 -3.50663 0.49571
H: -0.57059 -2.23627 -1.42839
H: -0.44804 -5.05492 -2.50224
H: -1.63931 -4.69694 -1.26493
H: -2.33672 -2.65422 -2.75655
H: -1.41065 -3.42326 -4.04654
H: -3.84839 -4.00103 -4.12110
H: -3.72464 -4.71694 -2.51370
H: 1.27020 -3.80350 -2.96991
H: 1.41923 -2.10246 -2.54125
H: 3.28686 -3.01710 -1.76061
H: 2.63058 -4.45328 -1.35440
H: 3.05316 -2.05938 0.19582
C: -4.40172 -2.14247 5.80616
C: -4.06325 -0.98655 4.88838
O: -3.41838 -1.42000 3.68539
H: -3.49931 -2.70304 6.05396
H: -4.86257 -1.79974 6.73078
H: -5.09688 -2.83203 5.32097
H: -3.35555 -0.30972 5.36663
H: -4.96221 -0.41364 4.64142
H: -4.02723 -2.01160 3.22954
C: -2.95914 -9.31797 -1.09476
C: -2.59824 -8.16182 -0.18346
O: -1.71058 -7.23593 -0.81030
H: -2.05902 -9.84282 -1.41536
H: -3.61377 -10.02619 -0.58588
H: -3.47550 -8.95923 -1.98839
H: -2.07137 -8.51716 0.70088
H: -3.50310 -7.64427 0.15380
H: -2.14980 -6.88967 -1.59492
C: 1.68638 4.08168 -7.65555
C: 1.40483 2.88645 -6.76430
O: 1.66770 3.13490 -5.39400
H: 2.72407 4.39898 -7.54499
H: 1.50693 3.83603 -8.70350
H: 1.04292 4.92135 -7.38792
H: 2.05757 2.05751 -7.04426
H: 0.36656 2.55599 -6.89556
H: 1.07200 3.83472 -5.08586
C: -2.65984 5.80008 -5.42405
C: -1.67124 5.23268 -4.43049
O: -0.37942 5.09800 -5.02771
H: -2.74696 5.15620 -6.30028
H: -3.64942 5.92818 -4.98321
H: -2.29441 6.77277 -5.75753
H: -1.96458 4.23944 -4.09086
H: -1.59379 5.88093 -3.55186
H: -0.10138 5.98040 -5.31087
C: -3.39733 -4.75052 9.89468
C: -3.67243 -3.39355 9.27587
O: -5.01607 -3.26312 8.81820
H: -3.61064 -5.54519 9.17935
H: -2.35433 -4.83045 10.20450
H: -4.02660 -4.91064 10.77301
H: -3.04844 -3.24453 8.39535
H: -3.43954 -2.59514 9.98838
H: -5.59542 -3.37069 9.58030
C: -0.61602 9.77150 -8.22775
C: -0.89885 8.46854 -7.50602
O: -0.50004 8.51083 -6.13698
H: 0.44676 10.00899 -8.17499
H: -0.90971 9.71108 -9.27654
H: -1.16767 10.59255 -7.76519
H: -0.33886 7.65004 -7.95885
H: -1.96540 8.22512 -7.56978
H: -0.99261 9.22630 -5.70454
C: 2.51736 -4.58895 6.68885
C: 2.25474 -3.21696 6.10220
O: 0.92218 -3.09466 5.60289
H: 2.34298 -5.36369 5.94099
H: 3.54638 -4.67066 7.04276
H: 1.84853 -4.78052 7.53148
H: 2.90741 -3.02604 5.24956
H: 2.44285 -2.43903 6.84898
H: 0.32077 -3.24941 6.33978
C: 2.61825 -7.10872 10.99855
C: 2.35594 -5.74470 10.39120
O: 1.03490 -5.62863 9.86170
H: 2.45691 -7.89101 10.25648
H: 3.64169 -7.18235 11.36784
H: 1.94202 -7.29584 11.83582
H: 3.02294 -5.56745 9.54860
H: 2.52995 -4.95503 11.12924
H: 0.41445 -5.77121 10.58428
C: -1.57912 9.90545 -1.82725
C: -1.14191 9.48425 -3.21463
O: -1.57689 10.39530 -4.23044
H: -2.66467 10.00165 -1.77797
H: -1.24606 9.17888 -1.08392
H: -1.14499 10.87454 -1.56802
H: -1.58639 8.52853 -3.49410
H: -0.05413 9.37491 -3.27629
H: -1.19302 11.25847 -4.04265
C: -7.13663 10.33969 -1.99106
C: -5.88837 10.61632 -1.17547
O: -4.77764 10.98647 -1.98869
H: -6.94646 9.55249 -2.72126
H: -7.96206 10.03004 -1.34886
H: -7.44882 11.23387 -2.53528
H: -5.57223 9.71959 -0.64312
H: -6.08430 11.39471 -0.43087
H: -5.01248 11.78735 -2.46931

- The lowest HOMO-LUMO gap belongs to which entry?
  C47H106N5O15

- What is the lowest unoccupied orbital energy in the second record?
  -1.98 eV

- What is the formula in the first record?
  C47H106N5O15